(1)
{
  "formula": "C31H41BIN6O3P2",
  "method": "ωB97M-V/def2-TZVPD",
  "spin_multiplicity": 1,
  "charge": -1,
  "e_tot_ev": -75250.9742,
  "symbols": ["C", "C", "C", "I", "C", "O", "B", "O", "C", "P", "N", "P", "C", "O", "H", "H", "H", "H", "H", "H", "H", "H", "H", "H", "H", "H", "H", "H", "H", "H", "N", "C", "C", "C", "C", "C", "H", "H", "H", "H", "H", "N", "C", "C", "C", "C", "C", "H", "H", "H", "H", "H", "N", "C", "C", "C", "C", "C", "H", "H", "H", "H", "H", "N", "C", "C", "C", "C", "C", "H", "H", "H", "H", "H", "N", "C", "C", "C", "C", "C", "H", "H", "H", "H", "H"],
  "xyz": [[-5.4266, 3.8451, -2.6204], [-4.0258, 3.6712, -2.0427], [-4.0304, 2.7811, -0.7954], [-3.3051, 0.7965, -1.3319], [-3.1845, 3.3460, 0.3779], [-3.3908, 4.7125, 0.4581], [-4.6605, 4.9106, 1.2429], [-4.6279, 3.7217, 2.1906], [-3.6052, 2.8612, 1.8097], [-4.3445, 1.2083, 2.1153], [-3.3842, -0.0201, 2.3480], [-2.0453, 2.9045, 2.9147], [-2.9206, 2.7900, 4.5365], [-1.8076, 4.5576, 2.8813], [-5.4072, 4.4838, -3.5055], [-6.0895, 4.3076, -1.8872], [-5.8480, 2.8779, -2.9098], [-3.3622, 3.2589, -2.8025], [-3.6238, 4.6392, -1.7456], [-5.0518, 2.5973, -0.4713], [-2.1292, 3.1228, 0.1812], [-5.6500, 4.8194, 0.5088], [-4.6353, 5.9800, 1.8327], [-5.2826, 1.0681, 1.0741], [-5.2045, 1.5461, 3.1741], [-3.5163, -0.4442, 3.2585], [-3.8709, 3.3288, 4.4972], [-3.0768, 1.7441, 4.8011], [-2.2848, 3.2309, 5.3077], [-1.6434, 4.8970, 3.7628], [-1.6689, -5.0947, -0.0737], [-1.3147, -4.1653, -0.9621], [-1.6078, -2.8166, -0.8169], [-2.3047, -2.3933, 0.3040], [-2.6811, -3.3531, 1.2310], [-2.3434, -4.6772, 0.9978], [-0.7611, -4.5154, -1.8266], [-1.2881, -2.1081, -1.5714], [-2.5499, -1.3540, 0.4846], [-3.2261, -3.0633, 2.1195], [-2.6254, -5.4470, 1.7100], [1.5087, -4.4906, -3.1327], [2.3820, -5.2868, -2.5217], [3.5069, -4.8215, -1.8561], [3.7371, -3.4554, -1.8179], [2.8331, -2.6155, -2.4482], [1.7401, -3.1806, -3.0889], [2.1649, -6.3489, -2.5565], [4.1786, -5.5175, -1.3712], [4.5902, -3.0475, -1.2881], [2.9627, -1.5418, -2.4365], [1.0080, -2.5494, -3.5811], [-8.3038, 5.8977, -0.6478], [-8.5052, 7.0305, 0.0154], [-9.5607, 7.2233, 0.8964], [-10.4492, 6.1805, 1.1014], [-10.2419, 4.9905, 0.4229], [-9.1558, 4.9007, -0.4366], [-7.7775, 7.8167, -0.1522], [-9.6705, 8.1663, 1.4152], [-11.2817, 6.2894, 1.7854], [-10.8996, 4.1423, 0.5598], [-8.9535, 3.9791, -0.9723], [6.8696, -1.9062, -0.7961], [7.7938, -1.2747, -0.0760], [9.1025, -1.0984, -0.5012], [9.4712, -1.5994, -1.7399], [8.5146, -2.2468, -2.5049], [7.2335, -2.3747, -1.9865], [7.4721, -0.8945, 0.8873], [9.8146, -0.5846, 0.1303], [10.4873, -1.4895, -2.0966], [8.7507, -2.6528, -3.4793], [6.4591, -2.8793, -2.5545], [11.6548, -5.7023, -0.9140], [10.5828, -4.9352, -0.7285], [10.0565, -4.6351, 0.5198], [10.6770, -5.1618, 1.6404], [11.7952, -5.9613, 1.4637], [12.2419, -6.1996, 0.1721], [10.1130, -4.5432, -1.6230], [9.1808, -4.0047, 0.6004], [10.2952, -4.9550, 2.6320], [12.3139, -6.3964, 2.3073], [13.1136, -6.8220, 0.0013]],
  "forces_ev_per_a": [[0.01, -0.05, 0.01], [-0.05, 0.00, -0.03], [0.15, -0.02, 0.02], [-0.14, 0.11, 0.02], [-0.01, -0.11, -0.11], [-0.18, -0.01, 0.15], [0.16, 0.19, -0.26], [0.00, -0.02, 0.12], [0.13, -0.08, -0.06], [0.10, -0.01, -0.16], [-0.13, 0.02, 0.09], [-0.21, 0.19, -0.04], [0.04, 0.00, -0.01], [0.11, -0.14, -0.06], [-0.01, -0.01, -0.02], [0.02, 0.02, 0.02], [-0.01, 0.00, -0.02], [0.05, 0.02, 0.00], [-0.06, 0.02, 0.05], [-0.02, 0.02, 0.02], [0.03, 0.05, 0.02], [-0.03, -0.04, 0.07], [0.01, -0.04, 0.05], [-0.08, 0.03, -0.02], [0.01, -0.05, 0.05], [0.06, -0.04, -0.04], [0.03, -0.01, -0.03], [-0.05, -0.02, 0.02], [0.04, -0.02, 0.02], [-0.05, 0.10, 0.10], [-0.01, 0.00, -0.01], [0.00, -0.02, 0.03], [0.01, 0.05, -0.02], [0.05, -0.07, 0.06], [0.00, -0.02, -0.01], [-0.01, 0.01, 0.01], [-0.01, -0.01, 0.00], [0.01, 0.00, -0.01], [0.02, -0.04, 0.05], [0.00, -0.01, 0.00], [0.00, 0.00, 0.00], [-0.01, -0.01, -0.04], [0.02, 0.02, 0.02], [0.00, -0.01, -0.01], [0.01, 0.02, 0.07], [0.00, 0.00, -0.01], [0.00, 0.01, 0.01], [0.00, 0.00, -0.01], [-0.01, 0.00, 0.01], [-0.03, 0.01, 0.03], [-0.01, 0.00, 0.01], [0.00, 0.00, -0.01], [0.00, 0.00, -0.14], [0.01, -0.02, 0.06], [0.02, 0.00, 0.01], [0.01, 0.00, 0.00], [0.01, -0.01, 0.01], [-0.01, 0.01, 0.04], [-0.01, 0.00, -0.02], [0.00, 0.00, 0.00], [0.00, 0.00, 0.00], [0.00, 0.00, 0.00], [-0.01, 0.01, -0.02], [-0.05, -0.02, 0.00], [0.02, -0.01, -0.01], [0.02, 0.00, 0.01], [0.00, 0.02, 0.01], [0.01, 0.00, 0.05], [0.01, -0.03, -0.06], [0.00, 0.00, 0.00], [0.00, 0.00, 0.00], [-0.01, 0.00, -0.02], [0.00, 0.01, 0.00], [0.03, -0.01, -0.03], [0.01, 0.00, 0.00], [-0.01, -0.04, -0.01], [-0.02, 0.01, -0.01], [0.00, 0.00, 0.00], [0.00, 0.00, 0.00], [-0.01, 0.01, 0.02], [0.01, 0.01, -0.01], [0.00, 0.00, 0.00], [0.00, 0.00, 0.00], [0.00, 0.00, 0.00], [0.00, 0.00, 0.00]]
}


(2)
{
  "formula": "C31H41I2N6O6PReS3",
  "method": "ωB97M-V/def2-TZVPD",
  "spin_multiplicity": 4,
  "relative_energy_kj_mol": 103.83,
  "s_squared": 3.77,
  "e_tot_ev": -114167.4034,
  "symbols": ["Re", "C", "C", "N", "N", "C", "S", "S", "C", "C", "C", "C", "C", "C", "C", "C", "C", "C", "C", "C", "C", "O", "H", "H", "H", "H", "H", "H", "H", "H", "H", "H", "H", "H", "H", "H", "C", "C", "C", "C", "C", "C", "C", "S", "O", "O", "N", "C", "C", "O", "O", "H", "H", "H", "H", "H", "H", "H", "H", "H", "C", "N", "C", "P", "O", "N", "C", "C", "N", "C", "C", "H", "H", "H", "H", "H", "H", "H", "H", "H", "H", "H", "H", "H", "H", "H", "H", "H", "H", "I", "I"],
  "xyz": [[-0.1958, 0.3073, -0.0798], [-0.3015, 0.7337, 4.2632], [-0.4498, 1.0170, 2.8011], [-0.3369, 0.0266, 1.9496], [-0.5101, -1.2334, 2.5165], [-0.9891, -2.1198, 1.7382], [-1.3144, -1.7641, -0.0148], [-1.7254, -3.5158, 2.5339], [-0.5088, -4.8870, 2.4462], [0.9433, -4.4861, 2.4433], [1.4609, -3.5875, 3.3737], [2.8212, -3.3141, 3.3995], [3.6770, -3.9353, 2.4972], [3.1630, -4.8153, 1.5587], [1.8012, -5.0878, 1.5291], [-0.9677, 2.2812, 2.3455], [-0.7995, 3.4599, 3.0988], [-1.5372, 4.5820, 2.8409], [-2.5313, 4.5250, 1.8524], [-2.7094, 3.3972, 1.0877], [-1.8649, 2.2810, 1.2354], [-1.9741, 1.2671, 0.3907], [-1.1947, 0.2149, 4.6145], [-0.2015, 1.6579, 4.8257], [0.5481, 0.0801, 4.4446], [-0.7440, -5.5001, 1.5804], [-0.7623, -5.4481, 3.3479], [0.7933, -3.0916, 4.0696], [3.2160, -2.6203, 4.1338], [4.7402, -3.7315, 2.5303], [3.8204, -5.2923, 0.8401], [1.3975, -5.7717, 0.7871], [-0.0442, 3.4804, 3.8748], [-1.3716, 5.4896, 3.4044], [-3.1645, 5.3880, 1.6768], [-3.4682, 3.3549, 0.3153], [3.5308, -2.7217, -6.0019], [3.3440, -2.4267, -4.5357], [2.5499, -3.2451, -3.7389], [2.3677, -2.9727, -2.3891], [2.9853, -1.8633, -1.8320], [3.8078, -1.0484, -2.6029], [3.9768, -1.3317, -3.9466], [2.6425, -1.4692, -0.1455], [3.8967, -1.2553, 0.5219], [1.7556, -2.4873, 0.3214], [1.8115, -0.0549, -0.1566], [2.6641, 1.1366, 0.1404], [1.8554, 2.3984, 0.0148], [2.3723, 3.4876, 0.0263], [0.5403, 2.1966, -0.0884], [2.7226, -3.3456, -6.3827], [4.4681, -3.2565, -6.1721], [3.5698, -1.8027, -6.5883], [2.0571, -4.1085, -4.1733], [1.7528, -3.6174, -1.7689], [4.3327, -0.2128, -2.1546], [4.6152, -0.6935, -4.5498], [3.5252, 1.2152, -0.5170], [3.0550, 1.1040, 1.1583], [-2.7602, 1.4131, -4.3478], [-1.7457, 2.1326, -3.5713], [-2.3088, 2.8457, -2.4143], [-0.2888, 1.4027, -3.3486], [-0.2248, 0.4012, -2.2100], [0.7694, 2.6350, -3.1790], [2.1815, 2.2572, -3.0650], [0.5529, 4.0285, -3.5686], [0.1039, 0.5497, -4.6890], [-0.2133, -0.8749, -4.8290], [0.3597, 1.2479, -5.9427], [-3.5286, 2.1218, -4.6527], [-3.2397, 0.6147, -3.7706], [-2.3215, 0.9810, -5.2461], [-2.9679, 3.6389, -2.7709], [-1.5174, 3.2950, -1.8116], [-2.8765, 2.1712, -1.7750], [2.2648, 1.2399, -2.6897], [2.6893, 2.9333, -2.3768], [2.6801, 2.3037, -4.0403], [-0.4647, 4.1808, -3.9116], [1.2370, 4.2998, -4.3787], [0.7484, 4.6845, -2.7180], [-0.3720, -1.3244, -3.8512], [0.6252, -1.3874, -5.3053], [-1.1097, -1.0273, -5.4411], [-0.4737, 1.1321, -6.6439], [1.2579, 0.8422, -6.4156], [0.5129, 2.3127, -5.7652], [-0.9525, -3.9722, -1.0546], [-0.6882, -6.6061, -2.2620]],
  "forces_ev_per_a": [[0.00, 1.17, -0.76], [0.01, 0.13, 0.03], [-0.22, -0.32, 0.14], [0.18, 0.00, -0.02], [0.06, 0.07, 0.04], [-0.21, 0.33, -0.35], [-0.42, 0.74, 1.65], [0.11, -0.09, -0.01], [0.07, 0.18, -0.13], [-0.01, -0.18, 0.08], [0.09, -0.04, 0.00], [-0.09, -0.05, 0.01], [-0.02, -0.04, 0.06], [-0.02, -0.12, 0.03], [0.00, -0.06, 0.08], [0.07, 0.15, -0.18], [0.09, -0.18, 0.00], [-0.13, 0.11, -0.09], [0.00, 0.02, 0.04], [0.02, -0.04, -0.16], [-0.05, -0.21, 0.09], [0.39, 0.29, -0.17], [0.00, 0.00, 0.02], [0.00, -0.04, -0.01], [0.00, -0.04, -0.01], [0.04, -0.04, -0.03], [0.04, -0.03, -0.01], [0.02, -0.06, 0.00], [-0.01, -0.02, -0.06], [-0.05, 0.04, -0.05], [-0.03, 0.03, 0.04], [0.04, 0.04, 0.04], [-0.07, 0.00, 0.01], [-0.02, -0.01, -0.01], [0.04, -0.05, 0.02], [0.05, 0.03, 0.03], [0.04, -0.02, 0.09], [-0.09, -0.02, -0.06], [0.04, -0.01, -0.01], [0.03, -0.04, -0.01], [-0.15, 0.10, -0.18], [0.05, -0.05, 0.03], [0.04, 0.05, -0.01], [-0.13, 0.20, 0.19], [0.11, 0.20, -0.08], [-0.38, -0.04, 0.02], [0.94, 0.29, 0.11], [-0.43, -0.59, -0.05], [-0.55, -0.06, -0.02], [-0.16, 0.10, -0.04], [0.45, -0.18, 0.14], [0.00, 0.01, 0.00], [-0.02, 0.01, 0.00], [-0.01, 0.00, 0.00], [0.01, 0.01, 0.02], [0.13, 0.16, -0.13], [-0.05, -0.01, 0.01], [-0.03, -0.04, 0.02], [0.07, -0.05, -0.10], [0.03, -0.09, 0.06], [0.08, 0.02, 0.05], [-0.27, -0.10, 0.19], [0.04, 0.08, -0.15], [0.28, 0.09, -0.15], [-0.20, 0.08, 0.71], [0.16, 0.04, -0.23], [-0.10, 0.11, 0.02], [0.07, -0.18, 0.14], [-0.17, -0.27, -0.20], [0.11, 0.10, 0.01], [0.05, -0.08, 0.09], [-0.03, 0.04, -0.01], [0.02, 0.02, 0.02], [-0.02, 0.05, 0.07], [0.01, 0.03, -0.03], [0.00, -0.05, -0.03], [-0.03, -0.08, 0.07], [0.00, -0.08, 0.05], [-0.02, 0.00, -0.02], [-0.05, 0.00, -0.01], [-0.05, -0.03, 0.00], [0.00, -0.02, 0.00], [0.02, -0.01, 0.01], [0.04, 0.03, -0.02], [-0.01, 0.03, 0.01], [0.03, 0.03, 0.00], [-0.01, 0.02, 0.02], [-0.02, 0.00, 0.01], [0.00, -0.05, 0.01], [0.09, -1.84, -1.18], [0.05, 0.37, 0.19]]
}